Record 1
This record from the Open Molecules 2025 dataset describes 2 unconnected molecules or ions with the total composition C4H12N2 at a distorted geometry. The level of theory is ωB97M-V/def2-TZVPD.

Its energy above the lowest of the compared OMol25 structures with the same formula, charge and spin is 1.613 eV. The HOMO energy comes out at -0.298 Ha. The calculated total energy is -7321.4157 eV. Its HOMO-LUMO gap is 0.33602 Eh. The value obtained for the maximum force is 1.13 eV Å⁻¹. Its structure (SMILES) is C=CN.CNC.

```
! RIJCOSX wB97M-V def2-TZVPD def2/J DEFGRID3
* xyz 0 1
C -3.737 -0.041 -0.243
C -2.497 -0.418 0.033
N -1.405 0.378 0.373
H -3.955 1.019 -0.371
H -4.580 -0.709 -0.336
H -2.239 -1.471 0.088
H -1.627 1.361 0.429
H -0.902 -0.018 1.149
C 2.499 -1.167 0.242
N 1.763 0.068 0.400
C 1.630 1.026 -0.679
H 2.191 -1.915 0.971
H 2.361 -1.571 -0.765
H 3.586 -1.017 0.316
H 2.115 0.571 1.203
H 2.584 1.491 -0.963
H 1.020 1.828 -0.274
H 1.192 0.584 -1.574
*
```

Atom charges from the natural (NBO) analysis, given in e for atoms 1 to 5:
1. C -0.53
2. C 0.02
3. N -0.82
4. H 0.18
5. H 0.21

Record 2
This record from the Open Molecules 2025 dataset describes C12H11ClO2 in the gas phase at a distorted geometry. The level of theory is ωB97M-V/def2-TZVPD.

Its energy above the lowest of the compared OMol25 structures with the same formula, charge and spin is 1.866 eV. The HOMO energy (alpha / beta) comes out at -0.269 / -0.266 Ha. The calculated total energy is -29235.4787 eV. Its HOMO-LUMO gap (alpha / beta) is 0.24884 / 0.23824 Eh. The value obtained for the maximum force is 4.05 eV Å⁻¹.

```
! RIJCOSX wB97M-V def2-TZVPD def2/J DEFGRID3
* xyz 0 1
C 4.464 0.248 -0.191
C 3.812 -0.883 0.346
C 3.671 1.320 -0.572
C 2.448 -0.977 0.558
C 2.265 1.220 -0.338
C 1.640 0.131 0.272
C -0.486 -1.237 0.447
C -3.259 -0.314 0.731
C -3.530 0.889 -0.089
C -2.019 -1.154 0.031
C -1.785 -0.284 -1.150
C 0.168 0.014 0.453
O -0.060 -2.367 0.528
O -2.435 0.879 -1.012
Cl -0.548 1.403 1.118
H 5.520 -0.015 -0.369
H 4.410 -1.690 0.485
H 3.992 2.261 -1.042
H 1.931 -1.885 0.937
H 1.600 1.940 -0.775
H -2.856 -0.037 1.723
H -4.061 -0.923 0.883
H -4.363 0.922 -0.794
H -3.587 1.773 0.445
H -2.329 -2.245 -0.073
H -0.928 -0.249 -1.860
*
```

Atom charges from the natural (NBO) analysis, given in e for atoms 1 to 5:
1. C -0.23
2. C -0.21
3. C -0.22
4. C -0.20
5. C -0.19

Record 3
This record from the Open Molecules 2025 dataset describes a gas-phase ion, C5H13N2O (charge +1). The level of theory is ωB97M-V/def2-TZVPD.

Its energy above the lowest of the compared OMol25 structures with the same formula, charge and spin is 2.055 eV. The HOMO energy comes out at -0.480 Ha. The calculated total energy is -10416.1407 eV. Its HOMO-LUMO gap is 0.34989 Eh. The value obtained for the maximum force is 0.66 eV Å⁻¹. Its structure (SMILES) is CN(CC=O)CC[NH3+].

```
! RIJCOSX wB97M-V def2-TZVPD def2/J DEFGRID3
* xyz 1 1
N 0.431 -1.306 1.774
C -0.321 -1.939 0.632
C -0.026 -1.130 -0.623
N -0.068 0.291 -0.268
C -1.424 0.811 -0.101
C 0.695 1.128 -1.233
C 1.139 2.445 -0.633
O 2.298 2.761 -0.609
H 0.811 -0.426 1.377
H 1.183 -1.882 2.150
H -0.184 -1.012 2.536
H -0.037 -2.980 0.534
H -1.377 -1.899 0.852
H 0.985 -1.313 -0.975
H -0.742 -1.454 -1.391
H -1.387 1.819 0.293
H -2.030 0.217 0.593
H -1.990 0.838 -1.045
H 0.080 1.321 -2.122
H 1.584 0.589 -1.537
H 0.381 3.122 -0.206
*
```

Atom charges from the natural (NBO) analysis, given in e for atoms 1 to 5:
1. N -0.70
2. C -0.23
3. C -0.24
4. N -0.47
5. C -0.43

Record 4
This record from the Open Molecules 2025 dataset describes 2 unconnected molecules or ions with the total composition C5H12NSe at a distorted geometry. The level of theory is ωB97M-V/def2-TZVPD.

Its energy above the lowest of the compared OMol25 structures with the same formula, charge and spin is 4.014 eV. The HOMO energy (alpha / beta) comes out at -0.482 / -0.436 Ha. The calculated total energy is -72204.1654 eV. Its HOMO-LUMO gap (alpha / beta) is 0.31406 / 0.27027 Eh. The value obtained for the maximum force is 3.57 eV Å⁻¹.

```
! RIJCOSX wB97M-V def2-TZVPD def2/J DEFGRID3
* xyz 1 1
C 1.669 -0.844 0.156
C 0.182 -0.954 0.250
C 2.051 0.659 -0.005
C -0.273 0.507 0.027
C -2.983 -0.526 -0.326
N 0.819 1.336 0.529
Se -2.019 1.012 0.189
H 2.120 -1.274 1.050
H 2.066 -1.322 -0.722
H -0.252 -1.604 -0.540
H -0.234 -1.234 1.345
H 2.830 1.131 0.471
H 2.065 0.898 -0.997
H 0.442 0.885 -2.168
H -3.972 -0.372 0.198
H -3.337 -0.686 -1.330
H -2.585 -1.380 0.097
H 0.695 1.474 1.598
H 0.716 2.295 0.178
*
```

Atom charges from the natural (NBO) analysis, given in e for atoms 1 to 5:
1. C -0.44
2. C -0.49
3. C -0.19
4. C -0.10
5. C -0.81

Record 5
This record from the Open Molecules 2025 dataset describes 3 unconnected molecules or ions with the total composition C4H12N2O at a distorted geometry. The level of theory is ωB97M-V/def2-TZVPD.

Its energy above the lowest of the compared OMol25 structures with the same formula, charge and spin is 8.961 eV. The HOMO energy comes out at -0.257 Ha. The calculated total energy is -9362.2325 eV. Its HOMO-LUMO gap is 0.10783 Eh. The value obtained for the maximum force is 4.07 eV Å⁻¹.

```
! RIJCOSX wB97M-V def2-TZVPD def2/J DEFGRID3
* xyz 0 1
C 1.806 1.757 0.482
C 2.809 2.586 0.769
N 0.798 1.306 1.202
H 1.863 1.287 -0.536
H 3.636 2.682 0.053
H 2.823 3.184 1.662
H -0.911 0.872 0.542
H 0.785 1.737 2.175
H -2.323 1.324 -0.164
C -2.193 -0.712 0.190
N -1.915 0.718 0.482
C -0.063 -2.674 -1.462
O -1.324 -2.290 -1.818
H -1.713 -1.135 -0.807
H -3.286 -0.903 0.092
H -1.832 -1.364 0.979
H 0.621 -1.864 -1.017
H -0.085 -3.361 -0.534
H 0.502 -3.148 -2.290
*
```

Atom charges from the natural (NBO) analysis, given in e for atoms 1 to 5:
1. C -0.04
2. C -0.35
3. N -0.61
4. H 0.17
5. H 0.21